Formula: C16H32AgAsF6O12
Source: the OMol25 dataset
Level of theory: ωB97M-V/def2-TZVPD

```
68
Properties=species:S:1:pos:R:3:forces:R:3:lowdin_charge:R:1
Ag 7.723033 -22.704131 0.879068 -0.1 0.1 0.2 0.996
As 3.823276 -20.665776 5.846560 0.2 -0.5 -1.8 0.895
F 2.341686 -20.612544 4.788901 1.5 0.2 1.4 -0.320
F 2.845648 -20.419103 7.298368 0.8 -0.2 -1.2 -0.278
F 5.322086 -20.828985 6.794990 -1.0 0.3 -0.7 -0.305
F 4.740203 -20.901483 4.218662 -0.6 0.2 1.8 -0.389
F 4.166095 -18.928623 5.670707 -0.6 -1.3 0.2 -0.296
F 3.687889 -22.440377 5.937567 -0.1 1.3 0.0 -0.306
C 10.841963 -18.334380 6.356473 0.3 -0.9 0.3 -0.047
C 11.898882 -19.385042 5.917574 0.2 2.1 0.3 -0.226
O 11.826358 -20.588704 6.636695 -1.7 -2.2 -0.4 0.008
C 11.251611 -21.651197 5.996279 1.1 -0.7 -0.7 -0.516
O 10.894716 -21.696615 4.824131 0.3 0.4 2.3 0.095
O 11.358491 -22.781589 6.741289 -0.3 -0.7 -2.0 -0.023
C 11.402991 -22.837452 8.150550 -0.9 2.0 0.5 -0.048
H 10.826570 -17.496992 5.658869 0.0 -0.1 0.0 0.075
H 11.000747 -17.967384 7.370473 0.3 0.1 -0.1 0.072
H 9.858627 -18.802874 6.397402 -0.1 0.0 -0.4 0.081
H 12.907097 -19.104590 6.222449 0.0 0.8 -0.5 0.124
H 11.837458 -19.473455 4.832903 0.1 -0.6 0.2 0.116
H 11.068935 -23.765569 8.614334 0.3 -0.4 -0.9 0.096
H 10.602800 -22.136079 8.386922 0.4 0.3 1.1 0.099
H 12.378610 -22.526223 8.523899 -0.1 0.0 0.1 0.096
C 12.313291 -22.842584 -6.438209 -0.4 0.5 -0.2 -0.070
C 11.748002 -22.436382 -5.105720 0.3 -1.1 0.8 -0.216
O 11.525417 -21.015010 -5.125650 0.0 -0.3 -1.2 0.058
C 11.124352 -20.290704 -4.118917 -0.7 0.5 3.1 -0.568
O 10.761267 -20.676101 -3.004411 0.5 0.1 -1.9 0.079
O 11.187393 -18.975661 -4.446802 0.9 -1.7 -0.6 -0.009
C 10.712430 -18.026702 -3.525329 -1.3 1.2 -0.7 -0.061
H 13.185980 -22.209915 -6.600257 0.2 -0.5 -0.5 0.087
H 11.572900 -22.707652 -7.226692 0.0 0.5 -0.1 0.080
H 12.464316 -23.921160 -6.482554 0.7 0.1 0.4 0.085
H 12.439911 -22.702419 -4.306597 0.3 0.5 0.1 0.126
H 10.913846 -23.108905 -4.905704 -0.9 0.9 0.2 0.123
H 9.794471 -18.392280 -3.065125 0.3 0.1 0.4 0.095
H 10.437545 -17.213607 -4.197208 -0.3 0.2 0.1 0.093
H 11.422588 -17.540230 -2.856661 0.3 -1.0 0.3 0.099
C 6.340766 -20.855261 -7.783306 -0.6 -0.5 0.6 -0.049
C 5.724044 -21.600697 -6.573275 2.4 -0.6 -0.9 -0.211
O 4.998073 -20.641492 -5.856988 -1.3 -0.2 -3.1 0.066
C 5.076253 -20.499957 -4.597118 1.2 -0.1 2.6 -0.661
O 5.688112 -21.231581 -3.847107 -0.2 0.2 0.4 0.098
O 4.430844 -19.388793 -4.294725 0.5 2.0 -0.2 0.003
C 4.541831 -18.803382 -2.956903 -0.9 -2.6 0.2 0.006
H 6.883336 -21.545138 -8.429678 0.0 0.0 0.1 0.076
H 7.030380 -20.149490 -7.320250 0.1 0.2 -0.5 0.078
H 5.593921 -20.328921 -8.377686 0.0 0.0 0.1 0.077
H 6.598822 -21.946773 -6.022739 -0.1 0.3 0.6 0.112
H 5.256847 -22.560768 -6.792560 -1.1 0.5 -0.1 0.127
H 3.643945 -19.313818 -2.608541 0.1 0.8 1.4 0.101
H 4.506059 -17.720922 -2.833999 -0.1 -0.2 -1.1 0.095
H 5.408510 -19.214857 -2.439543 0.0 0.1 -0.1 0.083
C 7.775654 -28.515875 5.420960 -1.0 0.5 0.4 -0.054
C 7.482972 -29.332003 4.173926 -2.6 -0.4 4.1 -0.301
O 8.573705 -29.441405 3.447092 4.6 1.1 -5.3 0.037
C 8.889057 -28.597904 2.447729 -0.4 1.4 -1.6 -0.464
O 8.256437 -27.589721 2.066176 1.8 -2.8 1.3 0.073
O 10.047816 -29.077167 1.840512 -2.1 1.0 0.8 -0.022
C 10.568905 -28.292337 0.752711 1.1 -0.4 0.3 -0.058
H 6.863761 -28.568408 6.015776 0.1 -0.2 0.5 0.080
H 7.835813 -27.446036 5.221133 0.3 0.0 -0.4 0.079
H 8.649608 -28.822260 5.995791 -0.1 -0.2 -0.1 0.083
H 6.516961 -28.982767 3.809267 0.4 0.1 -1.1 0.138
H 7.410346 -30.390477 4.423871 -1.1 0.0 0.7 0.135
H 11.529452 -28.780566 0.588135 0.0 0.1 -0.1 0.091
H 10.781682 -27.266140 1.052275 -0.3 0.0 0.0 0.090
H 10.039239 -28.335844 -0.198950 -0.6 -0.1 0.4 0.093
```
Positions in Å, forces in eV/Å.

Calculated values
HOMO: -10.67 eV
Energy relative to the best compared isomer or geometry (same formula, charge and spin): 772.5 kJ/mol

***

Formula: C16H32As3IrN3O2Te4
Source: the OMol25 dataset
Level of theory: ωB97M-V/def2-TZVPD

```
61
Properties=species:S:1:pos:R:3:forces:R:3:lowdin_charge:R:1
Ir -0.004620 0.347060 0.024582 -3.4 -3.1 -3.1 0.155
C 1.455008 -2.835111 1.399792 0.1 0.0 -0.1 -0.301
As 0.285823 -1.331072 1.793415 0.9 1.0 0.2 0.919
C 1.201003 -0.762218 3.404287 0.0 0.0 0.3 -0.262
C -1.250808 -2.335072 2.467241 -0.1 0.2 0.0 -0.339
C -2.576056 -1.626435 2.792593 0.0 0.1 0.2 -0.656
C -3.470309 -2.698634 3.430482 0.1 0.0 -0.1 -0.052
C -3.257790 -1.119248 1.517152 0.2 0.1 0.2 -0.323
As -2.448976 0.343645 0.488549 1.0 0.7 0.3 0.905
C -3.118057 1.988793 1.256424 0.0 0.1 0.1 -0.257
C -3.680792 0.234518 -1.004176 0.0 0.1 -0.1 -0.317
C -2.305144 -0.482399 3.785948 -0.1 0.0 -0.2 -0.373
As -3.699823 0.697917 4.612922 0.0 -0.1 0.1 1.142
C -3.943476 -0.340621 6.262553 -0.1 -0.1 0.0 -0.345
C -5.461593 0.219323 3.873236 0.0 0.0 -0.1 -0.341
H 0.949983 -3.618572 0.847231 -0.1 0.0 -0.1 -0.002
H 1.836191 -3.235443 2.338260 0.0 0.0 0.0 0.035
H 2.287904 -2.473028 0.801559 0.0 0.0 0.0 0.036
H 1.193829 -1.572095 4.135325 0.0 0.0 0.0 0.037
H 0.757695 0.130247 3.831292 -0.1 0.0 -0.1 -0.001
H 2.232010 -0.537778 3.136892 0.0 0.0 -0.1 0.043
H -0.863095 -2.793945 3.379784 0.0 0.0 0.0 0.089
H -1.432789 -3.144959 1.762076 0.0 0.0 -0.1 0.059
H -3.601712 -3.541885 2.747784 0.0 0.0 0.0 0.093
H -4.453721 -2.305160 3.668276 0.0 0.0 0.0 0.054
H -3.016730 -3.071957 4.351822 0.0 0.0 0.0 0.092
H -4.257612 -0.759836 1.758026 -0.1 0.0 0.0 0.061
H -3.372958 -1.936566 0.807349 0.0 -0.1 -0.1 0.060
H -4.194425 1.923392 1.416144 0.0 0.0 -0.1 0.029
H -2.907011 2.773796 0.530354 0.0 0.0 0.0 0.032
H -2.618059 2.235826 2.187477 0.0 -0.1 0.0 -0.005
H -4.688084 0.336236 -0.599127 0.0 0.0 0.0 0.041
H -3.584900 -0.708355 -1.530937 0.0 -0.1 0.0 -0.011
H -3.487838 1.047715 -1.698049 0.0 0.1 0.0 -0.022
H -1.615342 0.220622 3.307569 0.0 0.0 0.0 -0.001
H -1.785294 -0.900379 4.654766 0.0 0.0 0.0 0.075
H -3.053436 -0.283290 6.888051 0.0 0.0 0.0 0.017
H -4.167785 -1.386938 6.051715 0.0 0.0 0.0 0.016
H -4.776386 0.091335 6.817810 0.0 0.0 0.0 0.019
H -5.596323 0.560093 2.848243 0.0 0.0 0.0 0.000
H -6.177142 0.759429 4.494620 0.0 0.0 0.0 0.021
H -5.694592 -0.839729 3.938169 0.0 0.0 0.0 0.008
Te -0.872803 -2.008612 -1.081315 0.3 0.1 -0.5 0.303
Te -1.099510 -2.448321 -3.683605 0.1 0.4 0.5 0.145
Te -0.788861 2.140706 -2.260396 0.1 -0.9 0.8 0.301
Te 1.510320 2.313108 -0.987356 1.1 0.2 0.3 0.901
C 1.938582 -0.300315 -2.673860 -0.1 0.1 0.0 -0.315
O 1.922240 0.275965 -1.381095 0.1 0.3 0.7 -0.851
H 0.997834 -0.138526 -3.207369 0.0 0.1 0.0 -0.036
H 2.088731 -1.377229 -2.574776 0.1 0.0 0.0 0.058
H 2.757616 0.131207 -3.257158 0.0 0.0 0.0 0.083
N -0.550990 2.629198 4.422244 0.1 0.2 0.0 0.177
C -0.228431 2.771015 3.106582 0.1 0.0 -0.1 -0.532
O -0.245839 1.787756 2.336517 0.0 0.6 0.7 -0.186
C 0.118677 4.107041 2.675468 -0.1 0.0 0.0 -0.189
C 0.206589 5.182738 3.593299 0.2 0.0 -0.1 -0.247
N 0.291691 6.015402 4.391256 -0.1 -0.2 -0.1 0.124
C 0.459426 4.232451 1.333369 -0.1 -0.2 0.4 -0.205
N 0.727929 4.160291 0.209190 -0.1 0.5 -0.1 -0.122
H -0.753108 1.721030 4.791882 0.0 -0.1 0.0 0.066
H -0.488952 3.409585 5.053862 0.0 0.0 0.0 0.094
```
Positions in Å, forces in eV/Å.

Calculated values
HOMO (alpha / beta): -7.00 / -7.00 eV
⟨S²⟩: 0.759
Multiplicity: 2
Energy relative to the best compared isomer or geometry (same formula, charge and spin): 142.3 kJ/mol

***

Formula: C16H32BClF9N2O2S
Source: the OMol25 dataset
Level of theory: ωB97M-V/def2-TZVPD

```
64
Properties=species:S:1:pos:R:3:forces:R:3:lowdin_charge:R:1
O 1.538163 1.957123 -1.091337 0.2 0.0 -0.1 -0.362
S 0.341331 2.629122 -1.556498 -0.1 0.1 0.1 0.681
O -0.239792 2.226838 -2.816653 0.0 -0.2 -0.1 -0.360
B 0.568364 4.532207 -1.387866 0.0 0.3 0.0 -0.902
Cl -0.601138 5.438951 -2.522516 0.1 0.0 0.0 0.426
C -0.921130 1.864574 -0.291905 -0.3 0.2 0.1 -0.436
F -0.209556 1.071044 0.538964 0.0 -0.1 0.0 0.081
F -1.755361 1.063955 -0.990811 -0.1 -0.1 0.0 0.077
C -1.805715 2.699164 0.685148 -0.1 -0.2 -0.1 -0.352
F -0.984188 3.397083 1.486080 0.0 0.1 0.2 0.143
F -2.468550 1.795387 1.457854 0.0 0.0 -0.1 0.126
C -2.899544 3.709680 0.187680 0.2 0.0 0.0 -0.342
F -2.303068 4.869587 -0.096431 -0.1 0.0 0.0 0.129
F -3.750726 3.915153 1.224922 0.1 0.0 0.0 0.141
C -3.786471 3.317095 -1.019181 0.1 -0.1 0.0 -0.563
F -3.077549 3.136711 -2.118461 0.1 0.0 0.0 0.186
F -4.671972 4.292345 -1.236790 -0.1 0.1 0.0 0.176
F -4.465495 2.201325 -0.743560 0.0 -0.2 0.0 0.176
H 0.421582 4.839143 -0.240251 0.0 -0.2 0.0 0.005
H 1.704899 4.621770 -1.763648 0.0 0.0 0.0 0.007
C -3.931460 -4.694517 -4.160999 0.0 0.0 0.0 -0.098
C -2.976617 -3.550322 -3.851612 0.0 0.0 0.0 -0.281
N -3.040598 -3.118490 -2.468384 0.0 -0.1 0.0 -0.201
C -2.400426 -1.830890 -2.228388 0.0 0.1 0.0 -0.246
C -0.890596 -1.720354 -2.448854 0.0 0.0 0.0 -0.070
C -2.789960 -4.150597 -1.477681 0.0 0.0 0.0 -0.251
C -1.474506 -4.934667 -1.575895 0.0 0.0 0.0 -0.086
H -4.942236 -4.446162 -3.833050 0.0 0.0 0.0 0.077
H -3.951516 -4.881990 -5.235902 0.0 0.0 0.0 0.068
H -3.632420 -5.623177 -3.672393 0.0 0.0 0.0 0.060
H -3.247730 -2.685484 -4.463261 0.0 0.0 0.0 0.117
H -1.961468 -3.839971 -4.169682 0.0 0.0 0.0 0.102
H -2.635435 -1.528219 -1.205096 0.0 0.0 0.0 0.107
H -2.896703 -1.101851 -2.875789 0.0 0.0 0.0 0.114
H -0.323283 -2.231272 -1.670499 0.0 0.0 0.0 0.060
H -0.597060 -0.670289 -2.428973 0.0 0.0 0.0 0.057
H -0.588515 -2.125549 -3.416579 0.0 0.0 0.0 0.068
H -3.616240 -4.866759 -1.514150 0.0 0.0 0.0 0.098
H -2.853800 -3.672483 -0.497039 0.0 0.0 0.0 0.113
H -1.307984 -5.311793 -2.586657 0.0 0.0 0.0 0.062
H -1.510040 -5.796828 -0.905941 0.0 0.0 0.0 0.067
H -0.611483 -4.332134 -1.298286 0.0 0.0 0.0 0.054
C 2.378447 0.266572 5.268248 0.0 0.0 0.0 -0.097
C 2.505021 0.311516 3.752079 0.0 0.0 0.0 -0.275
N 3.416604 1.341159 3.290133 0.0 0.0 0.0 -0.199
C 3.291166 1.629641 1.865467 0.0 0.1 0.0 -0.235
C 3.666932 0.532232 0.868819 0.0 0.0 0.0 -0.081
C 4.767264 1.264773 3.813780 0.0 0.0 0.0 -0.253
C 5.540748 -0.046978 3.617521 0.0 0.0 0.0 -0.088
H 2.142669 1.257671 5.659423 0.0 0.0 0.0 0.077
H 1.578226 -0.418109 5.554135 0.0 0.0 0.0 0.068
H 3.294674 -0.081489 5.748691 0.0 0.0 0.0 0.059
H 1.527932 0.541530 3.319304 0.0 0.0 0.0 0.117
H 2.767571 -0.696044 3.388295 0.0 0.0 0.0 0.102
H 3.881915 2.525444 1.655587 0.0 0.0 0.0 0.115
H 2.250561 1.908403 1.682391 0.0 0.0 0.0 0.101
H 4.744808 0.372145 0.806771 0.0 0.0 0.0 0.053
H 3.305896 0.825065 -0.115981 0.0 0.0 0.0 0.048
H 3.191159 -0.418295 1.119308 0.0 0.0 0.0 0.070
H 4.732318 1.479434 4.886259 0.0 0.0 0.0 0.098
H 5.330354 2.086829 3.364024 0.0 0.0 0.0 0.112
H 4.948875 -0.909397 3.929562 0.0 0.0 0.0 0.061
H 6.448429 -0.034219 4.225818 0.0 0.0 0.0 0.066
H 5.834421 -0.202342 2.580739 0.0 0.0 0.0 0.051
```
Positions in Å, forces in eV/Å.

Calculated values
HOMO: -5.86 eV
Net charge: -1

***

Formula: C16H32BI2O17S5
Source: the OMol25 dataset
Level of theory: ωB97M-V/def2-TZVPD

```
73
Properties=species:S:1:pos:R:3:forces:R:3:lowdin_charge:R:1
C -5.623437 -2.184127 0.118240 -0.1 0.0 0.1 -0.209
C -4.833864 -2.494903 1.379330 -0.1 0.1 0.0 -0.759
I -2.721257 -2.155803 0.891541 0.0 -0.1 0.0 0.763
C -5.279865 -1.686904 2.603956 -0.1 -0.1 0.0 -0.235
B -5.794832 -2.612290 3.888084 0.2 0.0 0.1 -0.628
C -4.623433 -2.780190 5.032838 -0.1 -0.1 -0.1 -0.211
C -3.519602 -3.753851 4.631094 0.0 0.0 0.0 -0.315
C -2.275382 -3.741899 5.509907 0.1 0.0 -0.1 -0.586
S -2.522380 -4.313853 7.217330 -0.1 0.0 0.1 0.653
C -7.107347 -1.883596 4.590795 0.1 -0.1 0.2 -0.168
C -8.325144 -2.589421 5.109236 0.1 0.3 -0.1 -0.790
O -9.155840 -2.173183 5.839653 0.0 0.0 0.2 -0.027
I -8.717347 -4.650057 4.398590 0.0 -0.3 -0.1 0.652
H -6.654448 -2.521814 0.269775 0.0 0.0 0.0 0.081
H -5.219158 -2.671907 -0.768641 0.0 -0.1 0.0 0.044
H -5.641531 -1.106965 -0.057381 0.0 0.0 0.0 0.068
H -4.875586 -3.559671 1.596503 0.2 0.0 -0.1 0.054
H -6.111190 -1.052906 2.261741 0.1 0.0 0.0 0.076
H -4.488797 -0.994997 2.908314 0.0 0.0 0.0 0.064
H -6.062702 -3.734464 3.475645 -0.2 0.1 -0.1 0.049
H -4.169965 -1.799436 5.259989 0.0 0.0 0.0 0.099
H -5.089489 -3.138618 5.963921 0.1 0.0 0.0 0.077
H -3.178636 -3.522850 3.614663 0.0 0.0 0.0 0.055
H -3.932614 -4.767399 4.604658 0.0 0.0 0.0 0.109
H -1.838937 -2.740747 5.532586 0.0 0.0 0.0 0.065
H -1.509423 -4.421044 5.124811 0.0 0.0 0.0 0.056
H -3.504545 -3.454974 7.522088 0.0 0.0 0.0 -0.166
H -7.549649 -1.109658 3.946189 0.0 -0.1 0.0 0.103
H -6.780807 -1.344790 5.493495 0.0 0.1 -0.1 0.107
C 1.859180 0.953156 -1.915058 0.0 -0.1 0.0 -0.154
C 0.991397 -0.284460 -2.033503 -0.1 0.0 -0.1 -0.138
O 0.788931 -0.687617 -0.666043 0.1 0.0 0.1 -0.192
S 0.689213 0.587507 0.268047 0.0 0.0 -0.1 0.558
O -0.661610 0.953058 0.486405 0.1 0.1 0.1 -0.244
O 1.581335 0.408197 1.362865 -0.1 0.0 0.1 -0.232
O 1.323350 1.634274 -0.758202 0.0 0.0 -0.1 -0.201
H 2.899247 0.692169 -1.730517 0.0 0.0 0.0 0.123
H 1.791225 1.612472 -2.771919 -0.1 0.1 0.1 0.108
H 1.485027 -1.096727 -2.556594 0.0 0.0 0.1 0.125
H 0.020545 -0.070367 -2.483159 0.0 0.0 0.0 0.138
C 2.484877 3.516745 -7.271974 -0.1 0.0 0.0 -0.147
C 2.684797 4.826178 -6.531185 0.0 0.0 -0.1 -0.150
O 3.054827 4.403648 -5.208617 -0.1 0.0 0.0 -0.182
S 3.917891 3.068445 -5.277299 0.0 -0.1 0.1 0.593
O 5.304830 3.364247 -5.222609 0.0 0.0 -0.1 -0.212
O 3.348756 2.136692 -4.369813 0.0 0.1 -0.1 -0.221
O 3.547938 2.685163 -6.778521 0.1 0.0 0.0 -0.185
H 1.528002 3.052193 -7.031955 0.0 0.0 0.0 0.136
H 2.600271 3.608084 -8.348090 0.1 0.0 0.0 0.135
H 1.779496 5.420446 -6.451352 0.0 0.0 0.1 0.137
H 3.493292 5.420826 -6.958227 0.0 0.0 0.0 0.134
C 6.779567 -0.193962 -5.044709 0.1 0.0 0.1 -0.142
C 6.835588 -1.669409 -5.398013 0.0 0.0 -0.1 -0.151
O 5.706758 -2.221330 -4.702097 0.0 0.0 0.1 -0.183
S 4.508887 -1.170269 -4.676864 -0.1 0.0 0.0 0.589
O 3.594150 -1.429461 -5.730718 0.0 0.0 0.0 -0.212
O 4.045764 -1.067809 -3.339456 0.0 0.0 0.0 -0.213
O 5.375987 0.101630 -5.074679 0.0 0.1 -0.1 -0.214
H 7.163436 0.002262 -4.043055 0.0 0.0 0.0 0.139
H 7.273922 0.447241 -5.768576 -0.1 0.0 0.0 0.138
H 7.729312 -2.167694 -5.034261 0.0 0.0 0.0 0.135
H 6.715274 -1.839272 -6.468870 0.0 0.0 0.0 0.134
C 2.269777 3.948450 1.976059 0.0 -0.1 -0.1 -0.148
C 3.024182 2.866329 2.717250 -0.1 -0.2 0.1 -0.151
O 4.294648 3.484476 3.014993 0.0 0.0 -0.1 -0.189
S 4.095826 5.036797 3.286222 0.0 0.0 0.0 0.581
O 4.019001 5.300218 4.679744 0.0 0.0 0.0 -0.226
O 5.025695 5.749071 2.481408 0.0 0.0 0.0 -0.232
O 2.629813 5.155205 2.677095 -0.1 0.0 0.0 -0.191
H 2.590125 4.031758 0.936983 0.0 0.0 0.0 0.132
H 1.192369 3.820844 2.026663 0.0 0.1 0.1 0.139
H 3.192735 1.976502 2.121503 0.1 0.0 0.0 0.112
H 2.531573 2.596409 3.651747 0.0 0.0 0.0 0.141
```
Positions in Å, forces in eV/Å.

Calculated values
HOMO: -5.35 eV
Net charge: -1
Energy relative to the best compared isomer or geometry (same formula, charge and spin): 0.0 kJ/mol

***

Let's list total energy in order: -122820.67210 -240202.43292 -72680.33851 -122970.92195 eV.